[1]
C39H32Cl2GaGeIO3P as an isolated structure, computed with ωB97M-V with the def2-TZVPD basis set.

```
80
Properties=species:S:1:pos:R:3:forces:R:3:lowdin_charge:R:1
Ga -1.368223 0.722995 -1.433467 0.3 -0.8 0.4 -0.079
I -3.295855 0.041525 -3.087205 0.1 0.1 -0.1 0.215
Cl -1.078256 2.962819 -3.409976 0.0 0.3 -0.1 0.611
C 0.585893 2.513744 -3.794466 -0.1 0.0 0.0 -0.963
Cl 0.634388 1.522379 -5.278773 0.0 0.0 0.0 0.584
C 1.272670 1.732832 -2.650627 -0.1 0.1 -0.1 -0.755
O 2.486224 1.709585 -2.696884 0.3 0.0 0.0 0.043
O 0.536768 1.196854 -1.764077 -0.5 -0.1 0.0 -0.123
H 1.144405 3.423165 -3.994619 0.0 -0.1 0.0 0.064
O -0.508336 -1.176073 -1.875250 0.0 0.2 -0.1 -0.397
P -0.105590 -2.566984 -1.531877 -0.1 -0.1 0.2 0.827
C -1.411399 -3.506480 -0.727936 0.0 0.0 0.0 -0.259
C -1.433990 -3.652425 0.655558 0.0 0.0 0.0 -0.060
C -2.518291 -4.261006 1.269016 0.0 0.0 0.0 -0.073
C -3.581663 -4.714229 0.503910 0.0 0.0 0.0 -0.082
C -3.572588 -4.552212 -0.874846 0.0 0.0 0.0 -0.074
C -2.492408 -3.944707 -1.491103 0.0 0.0 0.0 -0.076
C 1.348286 -2.602596 -0.475894 0.0 0.0 0.0 -0.260
C 1.879904 -3.796399 0.011247 0.0 0.0 0.0 -0.089
C 3.039826 -3.776175 0.763790 0.0 0.0 0.0 -0.087
C 3.675206 -2.565693 1.021067 0.0 0.0 0.0 -0.082
C 3.152057 -1.382083 0.531876 0.0 0.0 0.0 -0.059
C 1.983650 -1.392988 -0.218213 0.0 -0.1 0.0 -0.030
C 0.355317 -3.455150 -3.031114 0.0 0.0 0.0 -0.253
C 0.837989 -2.689549 -4.089359 0.0 0.0 0.0 -0.045
C 1.272904 -3.312682 -5.248580 0.0 0.0 0.0 -0.069
C 1.227512 -4.695035 -5.353030 0.0 0.0 0.0 -0.088
C 0.744516 -5.459929 -4.300200 0.0 0.0 0.0 -0.086
C 0.307576 -4.841514 -3.139269 0.0 0.0 0.0 -0.084
H -0.612957 -3.275221 1.250478 0.0 0.0 0.0 0.105
H -2.540881 -4.365947 2.345030 0.0 0.0 0.0 0.103
H -4.430282 -5.182347 0.985342 0.0 0.0 0.0 0.100
H -4.415686 -4.881789 -1.465729 0.0 0.0 0.0 0.103
H -2.496125 -3.786099 -2.561995 0.0 0.0 0.0 0.112
H 1.383900 -4.738157 -0.193021 0.0 0.0 0.0 0.104
H 3.449234 -4.700151 1.149501 0.0 0.0 0.0 0.098
H 4.581875 -2.548465 1.611815 0.0 0.0 0.0 0.101
H 3.637178 -0.439971 0.743611 0.0 0.1 0.0 0.112
H 1.573026 -0.473797 -0.612501 0.0 0.1 0.0 0.094
H 0.859200 -1.611014 -4.003818 0.0 0.1 0.0 0.104
H 1.644055 -2.715204 -6.069529 0.0 0.0 0.0 0.105
H 1.563405 -5.179181 -6.260423 0.0 0.0 0.0 0.099
H 0.703706 -6.537410 -4.385611 0.0 0.0 0.0 0.099
H -0.082113 -5.437101 -2.323385 0.0 0.0 0.0 0.104
C -1.832572 0.920032 0.390128 0.0 0.6 -0.3 -0.382
Ge -0.782444 2.208429 1.316464 -0.1 -0.2 0.1 0.837
C -1.826849 3.118377 2.738682 0.1 0.1 0.0 -0.261
C -3.155130 2.812568 3.014769 0.0 -0.1 0.0 -0.105
C -3.854199 3.472844 4.019254 0.0 0.0 0.0 -0.107
C -3.229064 4.455702 4.770087 0.0 0.0 0.0 -0.119
C -1.901861 4.773350 4.512416 0.0 0.0 0.0 -0.106
C -1.214382 4.109632 3.507541 -0.1 0.0 0.0 -0.114
C 0.662638 1.330357 2.353837 0.0 0.0 -0.1 -0.251
C 1.829155 1.951772 2.796765 -0.1 0.0 0.1 -0.116
C 2.732653 1.289384 3.620249 0.0 0.0 0.0 -0.109
C 2.479755 -0.013931 4.021469 0.0 0.0 0.0 -0.120
C 1.324679 -0.650337 3.588297 0.0 0.0 0.0 -0.108
C 0.432830 0.015019 2.759551 0.0 0.0 0.0 -0.119
C 0.008201 3.750286 0.349123 -0.1 0.0 0.0 -0.268
C -0.844625 4.811743 0.039588 0.0 0.0 0.1 -0.119
C -0.418570 5.881751 -0.732100 0.0 0.0 0.0 -0.107
C 0.881870 5.910580 -1.219174 0.0 0.0 0.0 -0.113
C 1.742742 4.862649 -0.930287 0.0 0.0 0.0 -0.099
C 1.306190 3.796279 -0.152834 0.0 -0.1 -0.1 -0.123
H -2.866833 1.295670 0.388972 0.0 -0.2 0.1 -0.093
H -3.651819 2.042186 2.438435 0.0 -0.1 0.0 0.088
H -4.888739 3.218370 4.215899 0.0 0.0 0.0 0.092
H -3.771989 4.974162 5.551039 0.0 0.0 0.0 0.089
H -1.405263 5.540134 5.095034 0.0 0.0 0.0 0.092
H -0.181399 4.373512 3.313156 0.1 0.0 0.0 0.095
H 2.032285 2.978868 2.517393 0.0 0.0 -0.1 0.088
H 3.632939 1.793350 3.952271 0.0 0.0 0.0 0.092
H 3.182537 -0.533248 4.661294 0.0 0.0 0.0 0.090
H 1.121602 -1.669651 3.896638 0.0 0.0 0.0 0.093
H -0.462689 -0.483838 2.403168 0.0 0.0 0.0 0.079
H -1.865924 4.797300 0.406941 0.0 0.0 0.0 0.101
H -1.102387 6.689879 -0.962870 0.0 0.0 0.0 0.094
H 1.217416 6.739098 -1.830406 0.0 0.0 0.0 0.091
H 2.751100 4.861095 -1.326628 0.0 0.0 0.0 0.101
H 1.982118 2.966491 0.016382 0.0 0.0 0.0 0.098
```
Forces are in eV/Å.

The value obtained for the energy above the lowest of the compared OMol25 structures with the same formula, charge and spin is 0.301 eV. The HOMO-LUMO gap comes out at 0.2265 hartree. The LUMO energy is 2.32 eV. The net charge is -1. The calculation puts the total energy at -198436.2734 eV.

---

[2]
C39H32IN3OP2SSe2Y as an isolated structure, computed with ωB97M-V with the def2-TZVPD basis set.

```
82
Properties=species:S:1:pos:R:3:forces:R:3:nbo_charge:R:1
Y -1.572132 0.504902 -1.882381 -0.8 0.5 -0.3 1.981
Se 4.464474 2.481076 -1.073731 0.0 0.1 -0.1 -0.472
P 4.215988 0.486591 -0.483702 -0.2 0.0 0.0 1.239
C 4.597016 0.268434 1.277731 0.0 0.0 0.1 -0.356
C 4.258647 1.286707 2.168869 0.0 0.0 0.0 -0.220
C 4.590628 1.181160 3.509431 0.0 0.0 0.0 -0.211
C 5.289409 0.072233 3.969424 0.0 0.0 0.0 -0.191
C 5.666955 -0.923508 3.080390 0.0 0.0 0.0 -0.241
C 5.323526 -0.828600 1.738661 -0.1 -0.1 0.0 -0.145
C 5.209285 -0.758398 -1.338881 0.0 0.0 0.0 -0.423
C 6.371346 -0.362170 -1.985131 0.0 0.0 0.0 -0.165
C 7.178745 -1.311234 -2.598146 0.0 0.0 0.0 -0.204
C 6.823823 -2.649692 -2.566002 0.0 0.0 0.0 -0.186
C 5.656730 -3.048320 -1.922976 0.0 0.0 0.0 -0.217
C 4.849692 -2.105245 -1.312385 0.0 0.0 0.0 -0.138
C 2.515936 -0.064466 -0.902904 0.2 -0.1 -0.1 -0.237
C 1.223022 -0.107266 -0.391441 0.0 -0.1 0.0 -0.289
N 0.423460 -0.371590 -1.460923 0.5 -0.5 0.4 -0.542
N 1.172596 -0.493930 -2.551173 -0.1 0.2 0.2 -0.067
N 2.419406 -0.321278 -2.235222 0.0 0.0 -0.1 -0.223
P 0.373302 0.013464 1.189681 0.1 0.0 0.0 1.372
Se -1.777805 0.119290 0.856450 0.1 0.0 0.3 -0.507
C 0.925253 1.520359 1.977387 0.0 0.1 -0.1 -0.454
C 1.236202 2.616812 1.173823 0.0 0.0 0.0 -0.174
C 1.571985 3.825570 1.760145 0.0 0.0 0.0 -0.192
C 1.587643 3.940644 3.143796 0.0 0.0 0.0 -0.174
C 1.271003 2.849622 3.943537 0.0 0.0 0.0 -0.225
C 0.939092 1.635745 3.364559 0.0 0.0 0.1 -0.116
C 0.743558 -1.398616 2.240701 0.0 0.0 0.1 -0.452
C -0.224876 -2.368951 2.482381 0.0 0.0 -0.1 -0.162
C 0.076884 -3.463534 3.277052 0.0 0.0 0.0 -0.209
C 1.340432 -3.593347 3.830665 0.1 0.0 0.0 -0.169
C 2.306778 -2.623211 3.598570 0.0 0.0 0.0 -0.212
C 2.011849 -1.523337 2.809556 0.0 0.0 0.1 -0.121
H 3.767202 2.177298 1.800151 0.0 0.0 0.0 0.245
H 4.324324 1.979039 4.190567 0.0 0.0 0.0 0.223
H 5.561997 -0.001744 5.014568 0.0 0.0 0.0 0.224
H 6.244366 -1.772648 3.424034 0.0 0.0 0.0 0.225
H 5.633508 -1.607839 1.056180 0.0 0.0 0.0 0.224
H 6.630142 0.689422 -2.016604 0.0 0.0 0.0 0.243
H 8.081606 -0.999874 -3.106715 0.0 0.0 0.0 0.224
H 7.452138 -3.387048 -3.048763 0.0 0.0 0.0 0.222
H 5.373859 -4.092769 -1.907265 0.0 0.0 0.0 0.219
H 3.935219 -2.419848 -0.822340 0.0 0.0 0.0 0.208
H 1.253768 2.525869 0.093958 0.0 0.0 0.0 0.238
H 1.834100 4.669490 1.136291 0.0 0.0 0.0 0.236
H 1.852942 4.884894 3.601715 0.0 0.0 0.0 0.229
H 1.286360 2.943708 5.021526 0.0 0.0 0.0 0.228
H 0.700969 0.785482 3.992322 0.0 0.0 0.0 0.222
H -1.210467 -2.271850 2.048073 0.0 0.0 0.0 0.234
H -0.678792 -4.214763 3.465025 0.0 0.0 0.0 0.227
H 1.573702 -4.449851 4.450111 0.0 0.0 0.0 0.227
H 3.291429 -2.711332 4.036068 0.0 0.0 0.0 0.228
H 2.761641 -0.762003 2.659568 0.1 0.1 0.0 0.231
O -3.697343 0.037986 -2.308549 0.0 0.1 -0.2 -1.081
S -4.928295 0.919355 -2.626889 0.2 -0.1 0.0 1.295
C -5.917670 -0.078352 -3.694688 -0.1 -0.1 0.1 -0.305
C -6.481860 0.552104 -4.791562 0.0 0.0 -0.1 -0.190
C -7.282957 -0.193787 -5.648159 0.0 0.0 0.0 -0.198
C -7.486702 -1.540903 -5.400667 0.0 0.0 0.0 -0.163
C -6.902636 -2.161117 -4.298162 0.0 0.0 0.0 -0.210
C -6.116217 -1.429230 -3.429206 0.0 0.0 0.0 -0.134
C -5.860941 0.897666 -1.116979 0.0 0.0 0.0 -0.184
C -6.960666 1.741840 -1.050609 0.0 0.0 0.0 -0.232
C -7.705992 1.769162 0.115965 0.0 0.0 0.0 -0.177
C -7.338080 0.972597 1.193604 0.0 0.0 0.0 -0.181
C -6.229964 0.143194 1.110485 0.0 0.0 0.0 -0.190
C -5.477118 0.096892 -0.055273 0.0 0.0 0.0 -0.234
H -6.294890 1.601855 -4.982736 0.0 0.0 0.0 0.234
H -7.735628 0.276110 -6.510580 0.0 0.0 0.0 0.235
H -8.104351 -2.121499 -6.072954 0.0 0.0 0.0 0.232
H -7.069189 -3.214713 -4.119052 0.0 0.0 0.0 0.232
H -5.659739 -1.891141 -2.562809 0.0 0.0 0.0 0.226
H -7.230050 2.370693 -1.891495 0.0 0.0 0.0 0.230
H -8.567168 2.419593 0.187949 0.0 0.0 0.0 0.232
H -7.918966 1.005024 2.105596 0.0 0.0 0.0 0.231
H -5.945920 -0.470213 1.955208 0.0 0.0 0.0 0.230
H -4.613324 -0.549743 -0.135470 0.0 0.0 0.0 0.237
I -2.426052 3.553972 -1.118456 0.0 -0.2 0.0 0.097
C -1.128506 2.663219 -2.620678 0.2 0.2 -0.3 -1.151
H -0.146801 3.107803 -2.450464 0.0 0.0 0.1 0.238
H -1.502829 3.072103 -3.559622 0.0 0.0 0.0 0.231
```
Forces are in eV/Å.

The HOMO-LUMO gap comes out at 0.2640 hartree. The LUMO energy is -2.60 eV. The net charge is +1. The calculation puts the total energy at -216726.3058 eV.

---

Q: The lowest net charge belongs to which entry?
A: C39H32Cl2GaGeIO3P

---

Q: Which of these has the lowest HOMO-LUMO gap?
A: C39H32Cl2GaGeIO3P

---

Q: The lowest net charge belongs to which entry?
A: C39H32Cl2GaGeIO3P

---

Q: Among the records above, which one has the highest net charge?
A: C39H32IN3OP2SSe2Y